(1)
DFT (wB97M-V/def2-TZVPD) results for a 2-piece molecular cluster, C3H8OS2 overall in a non-equilibrium geometry.

CARTESIAN COORDINATES (ANGSTROEM)
1 C -2.4300 0.0342 -1.2212
2 C 2.3122 -0.3031 1.2172
3 C 0.2096 1.0803 -0.3839
4 O -0.8712 -1.2418 0.3307
5 S 1.4632 -1.2166 2.3733
6 S -0.8455 -0.2116 -0.7608
7 H -3.1068 0.2583 -0.5251
8 H -2.6055 0.6969 -2.1314
9 H 2.7956 0.5154 1.7262
10 H 1.7715 -0.2606 0.3337
11 H 0.9214 1.3234 -1.0822
12 H 0.0038 1.5481 0.4690
13 H 0.3922 -1.5243 1.5694
14 H -0.0103 -0.6985 -1.9149

* gap between HOMO and LUMO (spin up / spin down): 8.794 / 5.362 eV
* HOMO (spin up / spin down): -8.75 / -7.16 eV
* E_tot: -990.41100 a.u.
* charge: 0
* energy above the lowest of the compared OMol25 structures with the same formula, charge and spin: 188.0 kcal per mole
* maximum force: 5.5 eV/A

(2)
DFT (wB97M-V/def2-TZVPD) results for a 2-piece molecular cluster, C3H8OSi overall in a non-equilibrium geometry.

CARTESIAN COORDINATES (ANGSTROEM)
1 C 1.8065 1.3838 -0.7426
2 Si 2.1687 -0.1673 0.0496
3 H 1.3251 2.2895 -0.3459
4 H 1.8054 1.4696 -1.7758
5 H 2.0104 -0.5598 1.3698
6 H 2.5513 -1.3688 -0.8055
7 C -1.3444 -1.2665 0.5676
8 C -1.8580 -0.0353 0.5338
9 O -2.1216 0.8292 -0.4444
10 H -0.7195 -1.7027 -0.1720
11 H -1.5909 -1.8895 1.4141
12 H -2.5742 0.2490 1.4320
13 H -1.4587 0.7687 -1.0807

* gap between HOMO and LUMO: 8.727 eV
* HOMO: -8.56 eV
* E_tot: -483.69094 a.u.
* charge: 0
* SMILES: C=[SiH2].C=CO
* energy above the lowest of the compared OMol25 structures with the same formula, charge and spin: 95.2 kcal per mole
* maximum force: 4.9 eV/A

(3)
DFT (wB97M-V/def2-TZVPD) results for C3H8S in the gas phase in a non-equilibrium geometry.

CARTESIAN COORDINATES (ANGSTROEM)
1 C -0.9393 1.2773 -0.1425
2 C 0.2317 0.4391 0.2865
3 C 0.1119 -0.9534 -0.2587
4 S 1.3374 -2.3561 0.1903
5 H -0.8863 1.3166 -1.1492
6 H -1.8212 0.8057 0.3311
7 H -0.7177 2.2607 0.3063
8 H 0.1842 0.2267 1.4240
9 H 1.1941 0.8657 0.0000
10 H -0.8874 -1.4706 0.2673
11 H -0.0084 -1.0173 -1.2701
12 H 2.2010 -1.3943 0.0150

* gap between HOMO and LUMO: 10.110 eV
* HOMO: -9.09 eV
* E_tot: -517.23745 a.u.
* charge: 0
* SMILES: CCCS
* energy above the lowest of the compared OMol25 structures with the same formula, charge and spin: 27.1 kcal per mole
* maximum force: 5.9 eV/A

(4)
DFT (wB97M-V/def2-TZVPD) results for a 2-piece molecular cluster, C3H8S overall in a non-equilibrium geometry.

CARTESIAN COORDINATES (ANGSTROEM)
1 C 0.4659 -0.8258 1.0590
2 C 1.2852 -0.4085 0.1089
3 C 1.1050 0.8792 -0.5877
4 H 0.6092 -1.8337 1.3244
5 H -0.3318 -0.2089 1.5035
6 H 1.9971 -1.0833 -0.1902
7 H 0.2030 0.7519 -1.1764
8 H 0.9784 1.6541 0.1359
9 H 1.9591 0.9334 -1.2543
10 S -2.6455 -0.4470 0.0786
11 H -2.1236 0.0028 -1.0737
12 H -3.5020 0.5858 0.0719

* gap between HOMO and LUMO: 10.131 eV
* HOMO: -9.28 eV
* E_tot: -517.23194 a.u.
* charge: 0
* SMILES: C=CC.S
* energy above the lowest of the compared OMol25 structures with the same formula, charge and spin: 30.5 kcal per mole
* maximum force: 2.7 eV/A

(5)
DFT (wB97M-V/def2-TZVPD) results for C3H8S in the gas phase in a non-equilibrium geometry.

CARTESIAN COORDINATES (ANGSTROEM)
1 C 0.4783 -1.7063 -0.6169
2 C 1.1627 -0.4060 -0.3805
3 S 0.2212 0.8382 0.6367
4 C -1.3022 1.8557 0.9347
5 H -0.1462 -1.6424 -1.6071
6 H 1.1205 -2.5554 -0.7439
7 H -0.2142 -1.9586 0.2023
8 H 2.0910 -0.6699 0.1278
9 H 1.5108 -0.0220 -1.2832
10 H -1.1259 2.8522 0.5005
11 H -1.7272 1.8978 1.9860
12 H -2.0688 1.5168 0.2435

* gap between HOMO and LUMO: 8.526 eV
* HOMO: -8.34 eV
* E_tot: -517.18763 a.u.
* charge: 0
* SMILES: CCSC
* energy above the lowest of the compared OMol25 structures with the same formula, charge and spin: 58.3 kcal per mole
* maximum force: 4.5 eV/A

(6)
DFT (wB97M-V/def2-TZVPD) results for a 2-piece molecular cluster, C3H8S2 overall in a non-equilibrium geometry.

CARTESIAN COORDINATES (ANGSTROEM)
1 C 2.5784 0.8599 1.2323
2 C 2.6366 -0.3202 0.5973
3 C 1.5848 -1.3887 0.6725
4 H 3.0641 1.7065 0.7614
5 H 2.1461 0.9405 2.2247
6 H 3.4834 -0.4615 -0.0784
7 H 0.8205 -1.2392 -0.0935
8 H 2.0166 -2.3885 0.6137
9 H 1.0349 -1.4720 1.6273
10 S -1.2953 0.9368 -1.3571
11 S -1.8397 -0.4697 0.2010
12 H -0.5788 1.7155 -0.5402
13 H -2.2178 -1.3137 -0.8000

* gap between HOMO and LUMO: 8.660 eV
* HOMO: -8.72 eV
* E_tot: -915.40602 a.u.
* charge: 0
* SMILES: C=CC.SS
* energy above the lowest of the compared OMol25 structures with the same formula, charge and spin: 44.5 kcal per mole
* maximum force: 1.6 eV/A

(7)
DFT (wB97M-V/def2-TZVPD) results for a 3-piece molecular cluster, C3H8S2 overall in a non-equilibrium geometry.

CARTESIAN COORDINATES (ANGSTROEM)
1 C -1.7178 -1.1041 1.7761
2 C -2.3048 -0.9675 0.4856
3 C 4.1793 2.4288 -0.5265
4 S 5.6989 2.0497 -0.9564
5 S -1.9612 -1.6623 -2.1804
6 H -1.3892 -0.1971 2.2886
7 H -1.7183 -1.9969 2.3885
8 H -3.3706 -0.7626 0.5216
9 H -2.0552 -1.9227 -0.0305
10 H -1.9611 -0.1436 -0.1687
11 H 3.7559 2.4026 0.4845
12 H 3.6382 3.0169 -1.2738
13 H -0.7941 -1.1411 -2.8086

* gap between HOMO and LUMO: 5.035 eV
* HOMO: -7.59 eV
* E_tot: -915.24221 a.u.
* charge: 0
* energy above the lowest of the compared OMol25 structures with the same formula, charge and spin: 147.3 kcal per mole
* maximum force: 1.9 eV/A

(8)
DFT (wB97M-V/def2-TZVPD) results for C3H9Ag3FO4P as an isolated structure in a non-equilibrium geometry.

CARTESIAN COORDINATES (ANGSTROEM)
1 Ag 14.7541 10.8132 2.8205
2 Ag 17.2332 8.4622 1.4375
3 Ag 18.0211 10.8029 3.9284
4 F 16.9035 10.8436 1.6698
5 C 13.8872 13.7220 5.9903
6 O 15.1276 14.2165 5.5025
7 P 15.4109 14.2204 3.9378
8 O 14.6743 13.3388 3.0198
9 O 15.1829 15.7678 3.5607
10 C 15.5342 16.7113 4.5097
11 O 17.0255 14.0306 3.8839
12 C 17.6914 14.2839 2.6453
13 H 13.1263 14.4547 5.7213
14 H 13.8236 13.6141 7.0731
15 H 13.7637 12.6927 5.6536
16 H 15.4583 16.4722 5.5705
17 H 14.7812 17.4632 4.2737
18 H 16.5618 17.0084 4.2998
19 H 18.7466 14.3157 2.9168
20 H 17.4288 15.2579 2.2325
21 H 17.3999 13.5205 1.9239

* gap between HOMO and LUMO (spin up / spin down): 9.294 / 5.704 eV
* HOMO (spin up / spin down): -22.08 / -21.91 eV
* E_tot: -1301.56343 a.u.
* charge: +3
* maximum force: 4.2 eV/A
* 2S+1: 2

(9)
DFT (wB97M-V/def2-TZVPD) results for C3H9AsClO6ReSTe4 as an isolated structure.

CARTESIAN COORDINATES (ANGSTROEM)
1 Re -0.0375 0.8749 0.4424
2 O 3.6919 1.6810 -0.8875
3 Cl 2.6776 0.8753 -0.3560
4 O 3.0892 -0.4471 -0.0476
5 O 1.4517 0.8245 -1.2428
6 O 2.0423 1.4916 0.8838
7 Te -4.1450 -2.1802 0.0092
8 Te -1.7945 -3.0752 0.5132
9 Te 0.0771 -2.6132 -1.4648
10 Te 0.7302 -1.7016 1.0042
11 C -4.0953 1.7896 -1.5744
12 As -3.1581 2.7039 -0.1825
13 C -3.8031 2.1961 1.5442
14 C -3.6425 4.5464 -0.3444
15 S -1.0507 2.8101 -0.6038
16 H -5.0690 2.2676 -1.6783
17 H -4.2218 0.7397 -1.3207
18 H -3.5293 1.8979 -2.4962
19 H -4.7566 2.7086 1.6686
20 H -3.0927 2.5261 2.2975
21 H -3.9353 1.1203 1.5953
22 H -4.7262 4.6402 -0.2813
23 H -3.2923 4.9361 -1.2975
24 H -3.1783 5.1010 0.4683
25 O -1.8370 0.2749 0.7331
26 O -1.2060 0.7737 1.9346

* gap between HOMO and LUMO (spin up / spin down): 6.265 / 5.779 eV
* HOMO (spin up / spin down): -11.41 / -11.14 eV
* E_tot: -4815.03889 a.u.
* charge: +1
* energy above the lowest of the compared OMol25 structures with the same formula, charge and spin: 13.4 kcal per mole
* maximum force: 0.7 eV/A
* 2S+1: 4

(10)
DFT (wB97M-V/def2-TZVPD) results for a 2-piece molecular cluster, C3H9B overall in a non-equilibrium geometry.

CARTESIAN COORDINATES (ANGSTROEM)
1 B -2.4662 -0.2796 0.0381
2 C 0.8994 1.2922 0.3538
3 C 0.9645 -1.1391 -0.1185
4 C 0.3534 0.1329 -0.5502
5 H -3.1601 0.7444 0.1870
6 H -2.8804 -1.3566 -0.0009
7 H 0.0191 2.0904 0.2870
8 H 1.8521 1.7836 0.0224
9 H 1.0757 0.8237 1.3215
10 H 2.0598 -1.2672 -0.1891
11 H 0.7693 -1.3092 1.0020
12 H 0.3489 -1.7526 -0.7752
13 H 0.1647 0.2369 -1.5779

* gap between HOMO and LUMO (spin up / spin down): 7.555 / 7.845 eV
* HOMO (spin up / spin down): -7.73 / -7.77 eV
* E_tot: -144.32653 a.u.
* charge: 0
* energy above the lowest of the compared OMol25 structures with the same formula, charge and spin: 114.2 kcal per mole
* maximum force: 3.8 eV/A